(1)
A structure of composition C23H32N11OSeV, computed with the ωB97M-V functional and the def2-TZVPD basis.

The value obtained for the HOMO energy (alpha / beta) is -10.6 / -10.2 eV. As for the charge: +1. As for the multiplicity: 2. For the orbital gap (alpha / beta), the calculation gives 7.67 / 7.94 eV.

Element x y z (Å)
Se1 -1.014 -1.332 0.440
V1 2.141 -0.567 -0.487
O1 2.739 -1.294 -2.098
N1 5.393 1.883 -0.025
N2 3.375 -0.074 -1.965
N3 1.528 1.413 -0.333
N4 1.892 -0.473 1.578
N5 -3.643 -0.299 -0.056
N6 0.585 1.941 -2.413
N7 5.342 -2.573 -0.425
N8 -3.229 -2.127 -1.152
N9 1.537 3.608 -1.291
N10 1.092 -1.608 3.563
N11 1.784 -2.780 1.816
C1 0.237 3.114 -3.194
C2 -0.153 0.723 -2.633
C3 4.956 0.914 -0.467
C4 1.576 0.879 2.033
C5 -3.513 0.844 0.824
C6 1.995 -3.045 0.419
C7 1.059 4.218 -2.535
C8 -6.700 -1.710 -2.410
C9 4.918 -1.530 -0.671
C10 1.250 2.277 -1.281
C11 -5.476 -2.352 -2.318
C12 1.040 -3.011 3.980
C13 -6.967 -0.537 -1.699
C14 1.113 -3.760 2.659
C15 -6.019 0.039 -0.870
C16 1.211 -0.616 4.621
C17 2.012 1.869 0.970
C18 2.750 4.178 -0.704
C19 1.601 -1.526 2.306
C20 -2.702 -1.236 -0.286
C21 -4.530 -1.774 -1.488
C22 -4.794 -0.604 -0.781
C23 4.353 -0.264 -0.985
H1 1.107 -2.864 -0.201
H2 0.116 -3.979 2.263
H3 0.674 0.295 4.382
H4 1.894 -3.244 4.624
H5 2.254 -0.384 4.850
H6 -2.712 -2.927 -1.474
H7 -3.784 1.752 0.287
H8 -4.165 0.727 1.689
H9 1.692 -4.679 2.723
H10 2.100 1.134 2.955
H11 3.499 3.415 -0.514
H12 -6.228 0.945 -0.318
H13 2.281 -4.089 0.299
H14 -0.125 0.478 -3.694
H15 -1.197 0.821 -2.313
H16 -0.839 3.307 -3.123
H17 1.610 2.850 1.232
H18 3.179 4.882 -1.416
H19 0.471 5.111 -2.329
H20 -7.937 -0.070 -1.797
H21 3.101 1.941 0.993
H22 0.119 -3.208 4.526
H23 -5.273 -3.261 -2.868
H24 -2.480 0.906 1.153
H25 0.756 -1.040 5.513
H26 0.496 0.961 2.198
H27 0.281 -0.111 -2.092
H28 1.912 4.503 -3.154
H29 2.900 -2.545 0.040
H30 -7.468 -2.126 -3.046
H31 2.539 4.720 0.217
H32 0.489 2.973 -4.245


(2)
The molecule C2H6N2O, computed with the ωB97M-V functional and the def2-TZVPD basis.

The value obtained for the HOMO energy is -8.5 eV. The energy relative to the best compared isomer or geometry (same formula, charge and spin) is 91.6 kcal/mol. As for the structure (SMILES): CO/C=N\N. For the orbital gap, the calculation gives 9.34 eV.

Element x y z (Å)
O1 0.382 0.405 0.233
N1 -1.805 0.278 -1.512
N2 -1.018 -0.867 -1.136
C1 1.384 0.317 1.129
C2 -0.091 -0.662 -0.290
H1 2.163 -0.497 0.833
H2 -1.563 1.142 -0.822
H3 0.822 0.043 2.223
H4 -2.700 -0.141 -1.617
H5 1.734 1.429 1.204
H6 0.691 -1.447 -0.245


(3)
A cluster of 2 separate species, C5H16N2O in total, computed with the ωB97M-V functional and the def2-TZVPD basis.

The value obtained for the HOMO energy is -8.5 eV. The energy relative to the best compared isomer or geometry (same formula, charge and spin) is 54.1 kcal/mol. As for the structure (SMILES): CC(C)CNCN.O. For the orbital gap, the calculation gives 9.31 eV.

Element x y z (Å)
O1 3.049 1.712 1.251
N1 -0.280 -2.904 2.209
N2 -0.131 -0.733 0.966
C1 -0.114 0.519 -1.302
C2 0.536 1.793 -0.734
C3 -0.919 -1.694 1.699
C4 -0.861 -0.216 -0.191
C5 -1.132 0.767 -2.333
H1 -1.021 -0.023 -3.128
H2 0.534 -2.791 2.752
H3 0.890 -0.846 0.780
H4 3.380 2.291 0.549
H5 1.603 1.694 -0.453
H6 -0.961 1.828 -2.883
H7 0.315 2.551 -1.314
H8 -0.075 -3.529 1.440
H9 0.727 -0.232 -1.536
H10 -2.173 0.761 -2.016
H11 -1.282 -1.223 2.654
H12 -0.003 2.095 0.165
H13 2.709 0.983 0.789
H14 -1.427 -1.074 -0.796
H15 -1.616 0.320 0.326
H16 -1.746 -2.052 1.108


(4)
A structure of composition C20H21Cl5CoN2O2, computed with the ωB97M-V functional and the def2-TZVPD basis.

The value obtained for the HOMO energy (alpha / beta) is -10.7 / -10.7 eV. As for the charge: +1. The energy relative to the best compared isomer or geometry (same formula, charge and spin) is 13.3 kcal/mol. As for the multiplicity: 5. For the orbital gap (alpha / beta), the calculation gives 7.60 / 5.45 eV.

Element x y z (Å)
Co1 0.652 -0.198 -0.335
Cl1 0.993 -4.347 2.251
Cl2 5.909 -1.260 0.376
Cl3 6.130 -4.461 0.591
Cl4 3.373 -6.075 0.993
Cl5 3.062 -0.095 -0.315
O1 0.732 -1.432 -2.590
O2 0.928 -1.702 0.967
N1 0.319 1.693 -0.907
N2 -0.529 3.800 -0.245
C1 -0.519 1.915 1.384
C2 3.285 -1.563 0.582
C3 -1.506 -1.855 -1.752
C4 4.610 -3.627 0.712
C5 -1.912 -5.319 -0.404
C6 -2.327 -2.789 0.483
C7 -1.609 4.543 0.454
C8 0.346 4.561 -1.178
C9 3.451 -4.349 1.080
C10 -0.164 2.487 0.014
C11 -1.747 -2.990 -0.763
C12 -1.171 5.625 1.422
C13 4.503 -2.256 0.520
C14 -0.453 5.493 -2.078
C15 2.274 -3.657 1.374
C16 -2.454 -5.107 0.852
C17 -2.573 -3.835 1.340
C18 2.106 -2.279 1.002
C19 -0.172 -1.275 -1.758
C20 -1.391 -4.253 -1.132
H1 -1.673 5.379 2.387
H2 -1.953 -6.313 -0.858
H3 -1.223 4.898 -2.669
H4 -1.797 -2.160 -2.762
H5 -0.274 0.817 1.293
H6 -2.932 -3.583 2.326
H7 0.114 2.376 2.214
H8 -2.316 3.906 1.046
H9 -2.551 -1.735 0.714
H10 -0.092 5.492 1.465
H11 -0.832 6.273 -1.392
H12 -1.595 2.079 1.618
H13 0.965 3.892 -1.753
H14 1.005 5.177 -0.615
H15 -2.276 -1.113 -1.492
H16 -2.229 4.930 -0.373
H17 0.260 5.974 -2.763
H18 -0.772 -4.468 -1.972
H19 -1.439 6.647 1.110
H20 -2.813 -5.982 1.384
H21 0.276 2.122 -1.845


(5)
A cluster of 7 separate species, C5H22O8 in total, computed with the ωB97M-V functional and the def2-TZVPD basis.

The value obtained for the HOMO energy is -10.3 eV. The energy relative to the best compared isomer or geometry (same formula, charge and spin) is 4.9 kcal/mol. As for the structure (SMILES): CC(C)CC(=O)O.O.O.O.O.O.O. For the orbital gap, the calculation gives 10.38 eV.

Element x y z (Å)
O1 1.187 2.042 1.536
O2 2.470 0.291 0.841
O3 -0.754 -3.606 1.542
O4 -2.015 -1.082 1.210
O5 1.798 -3.151 0.593
O6 -3.078 -0.130 -1.040
O7 3.038 -1.769 -1.782
O8 -0.876 0.466 3.281
C1 1.406 1.131 0.782
C2 -0.687 1.072 -2.578
C3 -0.644 2.861 -0.676
C4 0.076 1.663 -1.386
C5 0.395 0.585 -0.299
H1 -0.246 0.138 -2.795
H2 -1.745 -0.555 1.925
H3 0.117 -3.594 1.108
H4 2.160 -1.736 -2.212
H5 -1.705 0.892 -2.221
H6 3.453 -1.167 -2.442
H7 -0.078 3.285 0.144
H8 -0.627 1.751 -3.490
H9 -1.608 2.513 -0.261
H10 -2.880 -0.562 -0.251
H11 -0.561 -3.540 2.443
H12 -1.633 -1.982 1.169
H13 1.730 -2.687 -0.229
H14 -3.084 0.851 -0.813
H15 -1.404 0.884 3.998
H16 0.666 -0.360 -0.770
H17 -0.208 1.162 3.031
H18 3.251 0.614 1.299
H19 -0.901 3.752 -1.347
H20 2.406 -2.657 1.104
H21 1.066 2.152 -1.747
H22 -0.483 0.471 0.334


(6)
A structure of composition CH3I2NS, computed with the ωB97M-V functional and the def2-TZVPD basis.

The value obtained for the HOMO energy (alpha / beta) is -8.5 / -8.5 eV. The energy relative to the best compared isomer or geometry (same formula, charge and spin) is 77.5 kcal/mol. For the orbital gap (alpha / beta), the calculation gives 6.05 / 6.05 eV.

Element x y z (Å)
I1 0.886 -1.746 0.397
I2 3.762 -0.740 -1.278
S1 -1.702 -0.924 0.113
N1 2.637 -0.876 0.474
C1 -1.452 0.890 0.056
H1 -0.927 1.201 1.009
H2 -2.520 1.168 0.037
H3 -0.686 1.027 -0.808


It is found that the largest force on an atom values, taken in the order of the records, are 1.2 5.2 5.2 4.7 4.2 2.5 eV Å⁻¹.